Entry 1:
90
Properties=species:S:1:pos:R:3:forces:R:3:lowdin_charge:R:1 method="wB97M-V/def2-TZVPD" e_above_lowest_kcal_mol=31.5 orbital_gap_ev=8.8 total_charge=0
O 4.870138 -1.635766 1.272066 -0.1 0.1 0.3 -0.056
H 5.326961 -2.480264 1.295632 0.0 0.0 0.0 0.026
H 4.746250 -1.452011 0.336605 -0.1 0.0 0.0 -0.013
O -4.281064 1.121310 2.135543 0.2 0.1 0.0 -0.052
H -4.031867 0.894710 1.228500 -0.2 -0.2 -0.1 -0.003
H -3.800563 1.931381 2.330466 0.0 0.0 0.1 0.027
O 4.657886 2.635707 0.531149 -0.1 0.3 -0.2 -0.110
H 4.046614 2.914436 1.230678 0.2 -0.3 -0.2 -0.023
H 4.156119 2.749369 -0.304922 0.4 -0.2 0.7 -0.032
O 3.159769 2.544999 -1.627334 -0.4 0.3 -0.5 -0.040
H 3.101942 3.096776 -2.418970 0.4 -0.2 -0.1 0.033
H 2.615595 1.771341 -1.826582 0.0 0.0 0.0 0.020
O 2.176902 -0.101458 -3.542793 0.0 -0.1 0.1 -0.068
H 2.744831 -0.672242 -3.001333 0.1 0.2 -0.2 -0.002
H 1.577849 0.303214 -2.906672 -0.3 -0.1 0.1 -0.015
O 0.400516 4.088178 2.632551 -0.3 0.0 -0.1 -0.043
H -0.401034 3.762825 2.209518 0.0 0.0 0.0 0.040
H 0.086681 4.641576 3.355768 0.1 0.0 0.0 0.060
O 2.861997 2.733516 2.693705 -0.3 -0.2 0.3 -0.057
H 1.898153 2.804074 2.779219 0.3 0.3 -0.1 -0.002
H 3.196792 2.850554 3.587720 0.1 -0.1 0.0 0.055
O -2.270231 -1.984285 -2.542659 -0.1 0.1 0.2 -0.041
H -1.839343 -1.318207 -1.993989 0.1 0.0 -0.1 0.014
H -3.101255 -1.582139 -2.809929 0.0 -0.1 -0.1 0.020
O 0.244891 3.952877 -2.317415 -0.2 0.1 0.5 -0.036
H -0.576641 4.414613 -2.517576 0.0 -0.1 -0.1 0.070
H 0.695960 4.520918 -1.678971 0.1 0.0 -0.1 0.080
O 2.314236 3.725185 -4.180662 0.0 0.0 0.2 -0.062
H 1.884646 3.948580 -5.009995 0.1 0.0 0.0 0.046
H 1.588142 3.539464 -3.563701 -0.1 0.2 -0.4 -0.010
C -2.092788 -3.182525 1.651261 -1.2 1.1 -0.2 -0.069
C -3.186864 -4.227056 1.358522 1.2 1.4 0.3 -0.468
C -3.970687 -4.025600 0.070038 -0.1 -0.7 -0.7 -0.045
O -2.480451 -5.453524 1.326061 -0.7 -1.0 0.1 -0.048
H -2.533540 -2.178038 1.682273 -0.1 0.0 -0.1 0.069
H -1.322997 -3.129910 0.879372 0.2 -0.4 0.1 0.087
H -1.716367 -3.330329 2.662989 0.4 -0.3 -0.2 0.081
H -3.851268 -4.138826 2.225487 -0.1 -0.6 0.0 0.132
H -5.006949 -4.365168 0.122249 0.0 0.1 0.4 0.072
H -3.537327 -4.694677 -0.676169 0.2 0.2 -0.1 0.083
H -3.979322 -3.020815 -0.351478 0.2 0.1 0.3 0.057
H -1.550348 -5.267745 1.454419 0.1 0.0 0.0 0.074
C -3.375437 1.991112 -2.221155 0.2 1.1 -0.6 -0.056
C -4.653053 1.725103 -1.435188 0.3 -0.5 -1.1 -0.460
C -5.919337 1.620986 -2.303192 -0.5 -0.4 0.8 -0.041
O -4.429968 0.477202 -0.798109 -0.2 -0.5 0.9 -0.084
H -2.916206 1.113944 -2.680633 -0.3 -0.3 0.2 0.079
H -2.624381 2.435370 -1.566166 0.1 -0.1 -0.1 0.063
H -3.530903 2.669541 -3.065252 -0.1 0.2 0.2 0.082
H -4.736734 2.437022 -0.613959 -0.3 0.1 -0.2 0.136
H -6.492641 2.532152 -2.472073 0.5 0.3 -0.2 0.079
H -6.634183 0.995666 -1.760972 0.1 -0.1 0.1 0.081
H -5.738984 1.089756 -3.239345 0.2 0.3 -0.1 0.082
H -4.404633 -0.203926 -1.476579 0.0 -0.1 0.1 0.077
C 5.995153 -2.690579 -1.412783 0.5 -0.2 -0.8 -0.072
C 5.323562 -2.062259 -2.639870 0.6 -0.7 0.7 -0.468
C 4.636282 -3.172528 -3.380698 -0.2 -0.8 -0.2 -0.059
O 4.407618 -1.107495 -2.120611 -0.4 0.1 -0.2 -0.068
H 6.706153 -3.474178 -1.685464 0.3 0.3 -0.1 0.085
H 5.238448 -3.226677 -0.840803 -0.1 0.4 0.2 0.079
H 6.502106 -1.900492 -0.860169 0.0 -0.3 0.3 0.086
H 6.053229 -1.584062 -3.299363 0.0 0.1 0.1 0.145
H 4.156110 -2.932077 -4.328311 -0.2 0.3 0.2 0.085
H 3.967190 -3.704690 -2.699730 -0.4 0.3 -0.2 0.089
H 5.363580 -3.951752 -3.622427 0.3 0.2 -0.1 0.083
H 4.904340 -0.353712 -1.781936 -0.1 0.1 -0.1 0.110
C -0.839557 0.190076 0.316011 0.3 0.4 0.5 -0.027
C 0.572110 0.747144 0.079023 -0.7 0.6 -1.7 -0.378
C 1.740129 -0.185938 0.359456 -0.1 1.0 0.7 -0.012
O 0.632457 1.179167 -1.341055 0.0 -0.6 0.4 -0.115
H -1.628497 0.735995 -0.203855 0.3 0.0 -0.5 0.056
H -1.126319 0.347870 1.357205 0.2 -0.4 0.2 0.057
H -0.876733 -0.865192 0.047901 -0.1 0.0 0.1 0.069
H 0.669168 1.734230 0.536709 0.3 -0.4 1.0 0.128
H 2.054651 -0.020167 1.391515 0.0 -0.3 0.1 0.087
H 2.583928 0.168168 -0.231118 0.0 -0.3 -0.1 0.066
H 1.540129 -1.245679 0.219634 -0.1 0.1 -0.2 0.090
H 0.427992 2.119763 -1.304116 -0.1 0.0 -0.6 0.039
C -0.697057 1.156176 4.414534 -0.6 0.0 1.5 -0.064
C -0.948351 -0.339419 4.624674 -0.8 0.8 -1.4 -0.445
C -2.436477 -0.720689 4.805027 0.6 0.2 -0.1 -0.044
O -0.408534 -0.945305 3.439920 0.1 -0.8 0.5 -0.076
H -1.398097 1.636267 3.729231 0.1 -0.3 -0.4 0.060
H 0.338002 1.303072 4.116933 0.0 0.1 0.0 0.070
H -0.900412 1.635630 5.379764 0.3 0.3 0.0 0.080
H -0.378431 -0.682426 5.486971 0.2 -0.2 -0.2 0.135
H -3.075240 -0.404043 3.976400 0.3 0.0 -0.3 0.059
H -2.894411 -0.233662 5.667171 0.3 -0.2 0.3 0.079
H -2.473494 -1.806645 4.887620 -0.3 0.0 0.2 0.077
H -1.096250 -0.932800 2.768571 0.0 -0.1 0.0 0.021

***

Entry 2:
37
Properties=species:S:1:pos:R:3:forces:R:3:lowdin_charge:R:1 method="wB97M-V/def2-TZVPD" e_above_lowest_kcal_mol=0.0 orbital_gap_ev=4.9 total_charge=-2
W -0.238232 -2.718105 -0.730471 0.1 0.0 0.5 0.138
Se -0.596379 5.109135 0.845064 0.0 0.0 0.0 1.020
N -1.857434 3.835076 0.817304 0.0 0.0 0.0 -0.228
C -1.277510 2.744219 0.411409 0.0 0.0 0.0 -0.375
C -1.972942 1.474749 0.237932 0.0 0.0 0.0 -0.111
C -3.338534 1.326940 0.444898 0.0 0.0 0.0 0.005
C -3.910590 0.090510 0.235071 0.0 0.0 0.0 -0.026
C -3.101698 -0.975650 -0.140773 0.0 0.0 0.0 -0.145
N -1.792261 -0.847021 -0.303324 0.1 0.0 0.0 -0.070
C -1.237515 0.356043 -0.150979 -0.1 0.0 0.0 -0.185
C 0.186384 0.455455 -0.470615 0.0 0.1 0.0 -0.181
N 0.790017 -0.667813 -0.884579 0.2 0.0 -0.2 -0.105
C 2.069432 -0.597907 -1.262728 -0.1 0.0 0.0 -0.191
C 2.809606 0.571472 -1.190569 0.0 0.1 -0.1 -0.043
C 2.204989 1.720927 -0.730848 0.1 -0.1 0.0 -0.002
C 0.860872 1.672286 -0.386606 -0.2 0.0 0.0 -0.113
C 0.135461 2.843606 0.091414 0.0 0.0 0.0 -0.367
N 0.678215 4.017749 0.221340 0.0 0.0 0.0 -0.225
H -3.920837 2.183652 0.757775 0.0 0.0 0.0 0.112
H -4.972402 -0.069176 0.360881 0.0 0.0 0.0 0.104
H -3.501261 -1.966153 -0.319957 0.0 0.0 0.0 0.039
H 2.505999 -1.525621 -1.601941 0.0 0.0 0.0 0.036
H 3.855802 0.549117 -1.461104 0.0 0.0 0.0 0.113
H 2.745991 2.651370 -0.624295 0.0 0.0 0.0 0.120
S 5.693433 -0.178571 1.554771 0.0 0.0 -0.1 0.388
C 4.041804 -0.308891 1.778464 0.0 -0.1 0.2 -1.536
S 3.120366 -1.686410 1.366678 0.1 -0.1 0.2 0.856
C 1.533338 -1.096834 1.821592 0.0 0.0 0.0 -1.084
C 1.489823 0.150660 2.372959 0.0 0.0 0.1 -1.200
S 0.173962 1.082371 2.977417 0.1 0.0 -0.1 0.452
S 3.071274 0.923959 2.471476 0.0 0.0 0.0 0.854
S 0.161760 -2.189694 1.650675 0.0 0.0 0.0 0.448
Se -0.927151 -1.887071 -3.069341 -0.1 -0.2 0.1 -0.141
Se -3.693597 -4.685995 -2.564790 0.0 0.0 0.1 -0.451
Te -1.496322 -4.288153 -3.540103 -0.1 -0.1 -0.4 0.057
Se 1.611974 -4.022813 -1.110893 -0.2 0.2 0.0 0.012
Se -1.905841 -4.047419 0.126796 0.1 0.1 -0.3 0.026

***

no.,HOMO (eV),strongest force on any atom (Eh/bohr)
1,-9.4,0.038
2,-1.4,0.011